ORCA calculation (ωB97M-V/def2-TZVPD) on C10H16ClNO in the gas phase.

Structure (XYZ):
```
29
Properties=species:S:1:pos:R:3:forces:R:3:mulliken_charge:R:1
C 0.923 -0.006 -2.424 -0.323 2.743 -1.441 -1.592
C 0.717 0.517 -1.260 0.228 1.758 2.210 0.140
C 0.325 1.954 -0.932 0.592 0.130 1.862 -0.510
C 0.227 1.977 0.653 -1.239 1.117 -0.395 -1.115
C 0.094 0.524 1.110 0.400 0.073 -0.121 -0.069
C -1.354 0.072 1.421 1.173 1.039 -1.735 -1.415
C -2.251 -0.394 0.329 -0.070 0.771 -0.668 0.401
Cl -2.869 0.790 -0.726 -0.764 0.945 -0.794 -0.208
N -2.591 -1.578 0.267 0.307 -2.865 2.237 -0.152
O -3.611 -2.079 -0.454 -0.581 1.174 -1.474 -0.422
C 0.910 -0.237 0.063 -1.291 -0.323 -0.228 2.305
C 2.353 -0.158 0.500 -0.063 1.324 0.917 -1.820
C 0.531 -1.702 0.044 -0.169 -0.668 -1.922 -2.102
H 1.146 -0.965 -2.427 1.074 -4.610 -0.335 0.417
H 0.972 0.480 -3.384 -0.365 0.443 0.006 0.375
H -0.663 2.100 -1.324 -0.237 0.583 -0.497 0.298
H 1.041 2.786 -1.140 -0.622 -0.883 -0.726 0.289
H 1.145 2.387 1.017 0.666 0.222 0.314 0.406
H -0.562 2.737 1.020 0.872 -1.448 -0.504 0.351
H 0.724 0.267 1.979 -0.905 0.772 0.454 0.535
H -1.795 1.021 1.722 -0.453 -0.519 1.166 0.482
H -1.257 -0.770 2.047 -0.476 -0.450 1.483 0.473
H -3.636 -3.022 -0.275 0.349 -0.003 0.277 0.377
H 2.604 0.886 0.793 0.476 -0.583 -1.003 0.340
H 2.939 -0.689 -0.195 1.239 0.272 -1.300 0.470
H 2.579 -0.687 1.405 -0.561 -0.624 0.879 0.499
H 0.286 -2.057 1.018 0.017 -0.258 0.978 0.400
H 1.473 -2.213 -0.268 -1.130 -0.363 -0.185 0.525
H -0.403 -1.938 -0.578 1.854 0.229 0.543 0.323
```
Positions in Å, forces in eV/Å.

Summary:
E   -26686.08907 eV
F_max   4.745 eV/Å
Structure (SMILES)   C=C1CC[C@@H](C/C(Cl)=N/O)C1(C)C
ΔE to the lowest compared entry with this formula, charge and spin   0.000 eV
Total charge   0



ORCA calculation (ωB97M-V/def2-TZVPD) on C10H16ClNSi as an isolated structure.

Structure (XYZ):
```
29
Properties=species:S:1:pos:R:3:forces:R:3:mulliken_charge:R:1
C 4.058 0.476 -0.490 0.030 0.040 0.010 -0.367
C 3.514 -0.566 -1.221 0.108 -0.047 -0.058 -0.617
C 3.262 1.170 0.406 0.146 0.099 0.091 -0.629
C 2.186 -0.914 -1.048 -0.109 -0.147 -0.072 -0.332
C 1.936 0.817 0.576 -0.161 0.017 0.094 -0.119
C 1.376 -0.237 -0.140 -0.448 -0.072 -0.120 0.291
C -3.204 0.618 -0.940 0.161 -0.084 0.145 -1.419
C -1.345 2.303 -0.667 0.001 -0.219 0.172 -1.293
C -1.624 -2.547 1.894 -0.229 -0.015 0.162 -0.885
C -2.054 1.097 -0.090 2.026 -1.939 0.261 0.211
N -0.526 -1.664 1.572 0.233 0.325 -0.216 -0.148
Si -0.414 -0.759 0.116 -1.548 2.385 0.435 0.313
Cl -0.998 -2.021 -1.372 -0.107 -0.337 -0.515 -0.329
H 5.096 0.747 -0.618 0.047 0.029 -0.015 0.376
H 4.124 -1.112 -1.927 0.029 -0.018 -0.032 0.371
H 3.680 1.989 0.975 0.011 0.058 0.044 0.366
H 1.779 -1.730 -1.628 -0.043 -0.064 -0.045 0.308
H 1.325 1.365 1.278 -0.055 0.142 0.110 0.366
H -2.861 0.333 -1.932 -0.031 -0.062 -0.129 0.322
H -3.700 -0.236 -0.488 -0.109 -0.122 -0.042 0.307
H -3.942 1.416 -1.058 -0.081 0.067 -0.024 0.431
H -0.887 2.066 -1.624 0.068 0.039 -0.144 0.290
H -0.567 2.660 0.004 0.118 0.098 -0.004 0.269
H -2.055 3.118 -0.826 -0.057 0.120 -0.043 0.448
H -2.425 -2.037 2.439 -0.053 -0.080 -0.006 0.282
H -2.037 -2.942 0.970 -0.088 -0.135 0.048 0.276
H -1.266 -3.381 2.501 -0.091 -0.046 -0.040 0.308
H -2.366 1.278 0.938 0.055 -0.094 0.051 0.347
H -0.064 -1.310 2.397 0.177 0.061 -0.116 0.254
```
Positions in Å, forces in eV/Å.

Summary:
E   -32521.09818 eV
F_max   2.877 eV/Å
Total charge   0



ORCA calculation (ωB97M-V/def2-TZVPD) on C10H16ClP as an isolated structure.

Structure (XYZ):
```
28
Properties=species:S:1:pos:R:3:forces:R:3:mulliken_charge:R:1
C -0.038 -0.564 0.070 -0.541 0.865 -0.130 0.627
C -0.850 0.496 1.084 -1.046 1.358 -0.715 0.425
C 0.577 0.773 -0.349 1.314 1.881 -1.032 0.145
C -0.273 1.689 0.220 3.327 -5.440 0.963 -0.293
C 0.781 -1.959 0.446 -2.185 2.174 4.143 0.359
C -1.001 -1.083 -1.052 1.900 -0.594 0.506 -1.387
C -2.382 0.733 1.046 1.398 0.869 1.890 -1.773
C 1.713 0.910 -1.393 0.751 3.531 3.027 -1.417
C -0.545 3.105 0.184 0.639 0.767 -2.294 -1.206
C 2.092 -2.399 -0.111 -2.269 -1.826 -1.520 -1.191
P -0.068 -2.604 1.843 1.458 0.800 -2.400 0.180
Cl 0.951 -4.368 2.208 0.050 -0.121 0.140 -0.299
H -1.196 -2.087 -0.659 -0.834 0.141 -0.915 0.399
H -0.382 -1.155 -1.976 -0.644 -0.180 0.386 0.314
H -1.872 -0.485 -1.238 -0.370 0.310 0.021 0.434
H -2.593 1.376 0.236 -0.422 0.325 -1.344 0.486
H -2.648 1.407 1.915 0.040 -1.239 -0.526 0.346
H -2.943 -0.144 0.957 -1.191 -1.249 0.319 0.399
H 1.744 1.928 -1.909 -0.006 -1.001 1.101 0.332
H 1.352 0.323 -2.106 -0.515 -3.082 -3.460 0.447
H 2.754 0.669 -1.010 -1.393 0.028 -0.519 0.229
H -0.226 3.723 0.978 -0.127 0.183 1.707 0.299
H -1.599 3.151 -0.024 -0.598 0.915 0.093 0.275
H 0.020 3.626 -0.635 -0.666 -0.788 0.098 0.325
H 2.936 -2.028 0.402 0.873 0.334 0.835 0.260
H 2.119 -2.019 -1.137 0.373 -0.370 -0.079 0.290
H 2.033 -3.552 -0.091 0.648 1.811 -0.197 0.454
H -0.456 0.538 2.101 0.037 -0.400 -0.099 0.542
```
Positions in Å, forces in eV/Å.

Summary:
E   -32437.08926 eV
F_max   6.449 eV/Å
ΔE to the lowest compared entry with this formula, charge and spin   2.016 eV
Total charge   0